Arrangement 1

Below is a cluster of 2 separate species, C4H12 in total, with properties calculated with ωB97M-V/def2-TZVPD.

SMILES: CC.CC
Kohn-Sham gap (eV): 12.9

XYZ file:
```
16
C4H12 | the OMol25 dataset | ωB97M-V/def2-TZVPD
C -1.37880 -2.08176 -1.89206
C -0.45945 -0.95539 -2.42569
H -2.31845 -2.04095 -2.43301
H -0.97304 -3.08716 -1.92893
H -1.68062 -1.86254 -0.88351
H -0.78614 -0.67410 -3.41981
H 0.57241 -1.29416 -2.45542
H -0.55281 -0.06705 -1.80760
C 1.50564 1.00383 2.03362
C 0.39800 2.03688 2.29010
H 1.59615 0.30105 2.86223
H 1.24010 0.42398 1.15707
H 2.52315 1.38459 1.90961
H -0.37589 1.88072 1.53977
H 0.71749 3.06422 2.16239
H -0.02774 1.96786 3.29124
```

Mulliken charges, unit e, in atom order: -0.793 -0.746 0.255 0.275 0.263 0.302 0.249 0.195 -0.685 -0.758 0.255 0.156 0.278 0.231 0.265 0.259

***

Arrangement 2

Below is a cluster of 2 separate species, C4H12 in total, with properties calculated with ωB97M-V/def2-TZVPD.

SMILES: CC.CC
Kohn-Sham gap (eV): 12.8

XYZ file:
```
16
C4H12 | the OMol25 dataset | ωB97M-V/def2-TZVPD
C -0.56355 1.36376 0.86527
C 0.43247 2.45470 0.54978
H -0.12294 0.55259 1.42829
H -1.43394 1.77833 1.37224
H -0.93691 0.95056 -0.06621
H 1.21892 2.15424 -0.14273
H 0.92594 2.83063 1.45178
H -0.06053 3.33027 0.12831
C -0.11250 -1.51806 -1.34341
C 0.24023 -2.30358 -0.08256
H -1.17500 -1.38936 -1.47391
H 0.49089 -0.62444 -1.47396
H 0.22557 -2.13408 -2.17915
H -0.58433 -2.91355 0.30155
H 0.46402 -1.68548 0.78434
H 1.07892 -2.97884 -0.24272
```

Mulliken charges, unit e, in atom order: -0.576 -0.896 0.161 0.331 0.149 0.274 0.278 0.280 -0.827 -0.766 0.273 0.204 0.349 0.253 0.206 0.308

***

Most stable pick: arrangement 2. Distance to second place: 0.0043 hartree.

***

Arrangement 1

Below is a cluster of 2 separate species, C4H12 in total, with properties calculated with ωB97M-V/def2-TZVPD.

SMILES: CC.CC
Kohn-Sham gap (eV): 12.4

XYZ file:
```
16
C4H12 | the OMol25 dataset | ωB97M-V/def2-TZVPD
C 1.30318 1.52095 -0.52268
C 0.72863 2.74469 0.18441
H 2.00711 1.85273 -1.30492
H 1.69142 0.79400 0.18829
H 0.46489 0.92199 -0.99000
H 0.00390 2.46474 0.96338
H 0.29904 3.56808 -0.56372
H 1.63141 3.17024 0.63282
C -1.18109 -1.46766 -0.16593
C -0.84522 -2.80344 0.49878
H -1.60252 -1.57555 -1.12447
H -1.91571 -0.82573 0.42404
H -0.34678 -0.77404 -0.16535
H -0.82581 -3.59177 -0.22571
H 0.11281 -2.79945 1.02222
H -1.66107 -3.06602 1.21453
```

Mulliken charges, unit e, in atom order: -0.718 -0.735 0.310 0.281 0.146 0.277 0.230 0.234 -0.384 -0.848 0.375 0.264 -0.237 0.267 0.301 0.236

***

Arrangement 2

Below is a cluster of 2 separate species, C4H12 in total, with properties calculated with ωB97M-V/def2-TZVPD.

SMILES: CC.CC
Kohn-Sham gap (eV): 12.4

XYZ file:
```
16
C4H12 | the OMol25 dataset | ωB97M-V/def2-TZVPD
C -1.09152 1.22301 0.43980
C -0.39441 2.50641 0.91926
H -0.78113 1.14560 -0.59098
H -0.75889 0.33672 1.08274
H -2.22136 1.18935 0.46469
H -0.62833 2.62992 1.89495
H 0.65363 2.56946 0.74274
H -0.78616 3.45041 0.46605
C 0.60931 -1.44990 -0.03838
C 0.85402 -2.27924 -1.28889
H 1.12837 -0.54478 -0.11299
H -0.44859 -1.31359 0.15395
H 1.08488 -1.89479 0.84453
H 0.62441 -3.29365 -1.07921
H 1.82969 -2.30498 -1.73825
H 0.32609 -1.96994 -2.16002
```

Mulliken charges, unit e, in atom order: -0.608 -1.060 0.260 0.123 0.330 0.355 0.309 0.297 -0.699 -1.129 0.306 0.196 0.333 0.296 0.353 0.337

***

Most stable pick: arrangement 1. Distance to second place: 0.0073 hartree.

***

Arrangement 1

Below is a cluster of 2 separate species, C4H12 in total, with properties calculated with ωB97M-V/def2-TZVPD.

SMILES: CC.CC
Kohn-Sham gap (eV): 12.6

XYZ file:
```
16
C4H12 | the OMol25 dataset | ωB97M-V/def2-TZVPD
C 2.22520 -0.01219 0.56659
C 1.96455 0.96186 1.72375
H 2.13530 0.38898 -0.43712
H 3.22816 -0.39361 0.73921
H 1.64036 -0.95065 0.72943
H 0.97909 1.40546 1.83402
H 2.70358 1.73040 1.88529
H 2.01359 0.34194 2.63134
C -1.89495 -0.66054 -0.48391
C -2.33709 -0.23944 -1.87010
H -2.64758 -1.20321 0.09829
H -1.12452 -1.41698 -0.63690
H -1.47770 -0.00284 0.29513
H -1.80179 0.72316 -2.12270
H -1.95227 -0.94985 -2.61034
H -3.40344 -0.03093 -1.94822
```

Mulliken charges, unit e, in atom order: -0.756 -0.880 0.270 0.305 0.215 0.289 0.306 0.255 -0.742 -0.785 0.296 0.227 0.228 0.234 0.260 0.277

***

Arrangement 2

Below is a cluster of 2 separate species, C4H12 in total, with properties calculated with ωB97M-V/def2-TZVPD.

SMILES: CC.CC
Kohn-Sham gap (eV): 11.9

XYZ file:
```
16
C4H12 | the OMol25 dataset | ωB97M-V/def2-TZVPD
C 0.34520 -0.03420 -1.63029
C 0.80570 -1.50647 -2.04153
H 1.11058 0.71259 -1.94719
H -0.62972 0.25030 -2.16838
H 0.43624 0.20501 -0.46529
H -0.16480 -2.03289 -2.22035
H 1.20588 -2.00410 -1.23732
H 1.25302 -1.41831 -2.99071
C -1.05902 1.21223 2.20079
C -0.10873 0.23133 1.61376
H -0.48096 2.15684 2.50034
H -1.71557 1.59790 1.42579
H -1.60640 0.63558 2.89471
H 0.60605 0.80698 0.94696
H -0.55031 -0.39015 0.85250
H 0.55283 -0.42263 2.26622
```

Mulliken charges, unit e, in atom order: -0.314 -0.905 0.325 0.274 -0.286 0.229 0.361 0.314 -0.864 -0.759 0.247 0.267 0.303 0.203 0.292 0.312

***

Arrangement 3

Below is a cluster of 2 separate species, C4H12 in total, with properties calculated with ωB97M-V/def2-TZVPD.

SMILES: CC.CC
Kohn-Sham gap (eV): 12.8

XYZ file:
```
16
C4H12 | the OMol25 dataset | ωB97M-V/def2-TZVPD
C 1.88674 -0.90912 1.11102
C 0.84932 -0.75879 2.21466
H 2.74568 -1.53530 1.34664
H 1.51000 -1.21148 0.13185
H 2.26552 0.06838 0.80415
H 1.02619 0.13825 2.80064
H 0.81117 -1.65960 2.83791
H -0.15065 -0.68587 1.79249
C -1.71422 0.19374 -1.35593
C -1.01382 1.42563 -1.94006
H -2.45786 -0.19176 -2.03923
H -0.94690 -0.48008 -1.00009
H -2.33958 0.38722 -0.47158
H -0.58138 1.20176 -2.90846
H -1.67887 2.27800 -2.05165
H -0.21133 1.73901 -1.27237
```

Mulliken charges, unit e, in atom order: -0.851 -0.696 0.311 0.257 0.268 0.256 0.277 0.183 -0.706 -0.810 0.314 0.132 0.261 0.264 0.290 0.249

***

Arrangement 4

Below is a cluster of 2 separate species, C4H12 in total, with properties calculated with ωB97M-V/def2-TZVPD.

SMILES: CC.CC
Kohn-Sham gap (eV): 12.7

XYZ file:
```
16
C4H12 | the OMol25 dataset | ωB97M-V/def2-TZVPD
C 1.34023 1.91165 0.39172
C -0.20802 2.02032 0.37439
H 1.71514 2.53888 1.30956
H 1.61925 0.91232 0.40529
H 1.62800 2.33472 -0.56385
H -0.62115 1.46538 -0.42593
H -0.52396 3.15518 0.23529
H -0.65188 1.52347 1.40673
C -0.75787 -2.59735 0.06808
C -0.40766 -1.40014 -0.82482
H 0.18378 -3.09109 0.36791
H -1.09444 -2.09265 0.91571
H -1.49626 -3.27062 -0.32890
H 0.51644 -0.98526 -0.48431
H -0.06548 -1.75562 -1.89795
H -1.17614 -0.66921 -0.94891
```

Mulliken charges, unit e, in atom order: -0.803 -0.646 0.249 0.304 0.244 0.185 0.273 0.206 -0.946 -0.513 0.276 0.289 0.306 0.042 0.277 0.256

***

Most stable pick: arrangement 3. Distance to second place: 0.0098 hartree.

***

Arrangement 1

Below is a cluster of 2 separate species, C4H12 in total, with properties calculated with ωB97M-V/def2-TZVPD.

SMILES: CC.CC
Kohn-Sham gap (eV): 12.5

XYZ file:
```
16
C4H12 | the OMol25 dataset | ωB97M-V/def2-TZVPD
C -0.99682 -0.99102 0.95859
C -2.24684 -0.99503 1.80222
H -0.12905 -0.52990 1.40480
H -0.78521 -1.99969 0.58456
H -1.34259 -0.36254 0.09531
H -3.02150 -1.67690 1.40244
H -2.70794 0.02404 1.84551
H -2.19861 -1.36722 2.84798
C 0.90963 0.79385 -1.35921
C 2.38344 1.26881 -1.45847
H 0.53797 0.12130 -2.23024
H 0.89300 0.11641 -0.53786
H 0.30034 1.56331 -1.00271
H 3.11438 0.48311 -1.17865
H 2.53388 1.70437 -2.52754
H 2.75592 1.84711 -0.64673
```

Mulliken charges, unit e, in atom order: -0.647 -0.961 0.314 0.258 0.192 0.277 0.272 0.292 -0.663 -0.949 0.280 0.121 0.368 0.276 0.229 0.343

***

Arrangement 2

Below is a cluster of 2 separate species, C4H12 in total, with properties calculated with ωB97M-V/def2-TZVPD.

SMILES: CC.CC
Kohn-Sham gap (eV): 12.5

XYZ file:
```
16
C4H12 | the OMol25 dataset | ωB97M-V/def2-TZVPD
C 1.82674 0.93785 0.79737
C 2.34880 -0.58297 0.76316
H 1.27762 1.30391 -0.12234
H 1.18342 0.93162 1.64779
H 2.67874 1.51710 0.98368
H 1.76070 -1.11276 0.06025
H 3.29333 -0.58258 0.31428
H 2.25182 -1.03371 1.68843
C -1.64779 -0.51630 -0.28250
C -2.52893 0.15257 -1.24323
H -0.80297 -0.93595 -0.72045
H -1.33229 0.26085 0.49231
H -2.00113 -1.37800 0.29418
H -3.21936 0.89495 -0.91846
H -3.12148 -0.52058 -1.87557
H -1.96132 0.70822 -2.05284
```

Mulliken charges, unit e, in atom order: -0.777 -0.897 0.208 0.225 0.355 0.236 0.342 0.310 -0.623 -0.983 0.209 0.145 0.374 0.329 0.291 0.255

***

Arrangement 3

Below is a cluster of 2 separate species, C4H12 in total, with properties calculated with ωB97M-V/def2-TZVPD.

SMILES: CC.CC
Kohn-Sham gap (eV): 12.7

XYZ file:
```
16
C4H12 | the OMol25 dataset | ωB97M-V/def2-TZVPD
C 1.13861 -1.86489 0.80580
C 0.53247 -1.87191 2.22847
H 1.31671 -2.86127 0.42050
H 0.56481 -1.25968 0.10061
H 2.07874 -1.30069 0.71691
H -0.09627 -2.75471 2.17018
H -0.08974 -0.99689 2.42004
H 1.23719 -1.87454 3.05377
C -0.40425 2.47786 -1.48909
C -1.32757 1.24631 -1.48099
H 0.59734 2.18796 -1.82683
H -0.77518 3.27544 -2.12560
H -0.11817 2.85521 -0.50346
H -0.69983 0.36654 -1.61575
H -1.91392 1.19807 -0.56937
H -2.04095 1.17721 -2.30519
```

Mulliken charges, unit e, in atom order: -0.596 -0.756 0.295 0.023 0.278 0.236 0.271 0.262 -0.841 -0.695 0.264 0.272 0.283 0.136 0.252 0.316

***

Arrangement 4

Below is a cluster of 2 separate species, C4H12 in total, with properties calculated with ωB97M-V/def2-TZVPD.

SMILES: CC.CC
Kohn-Sham gap (eV): 12.3

XYZ file:
```
16
C4H12 | the OMol25 dataset | ωB97M-V/def2-TZVPD
C -0.87025 -0.06585 -1.97769
C -0.03136 1.19645 -1.85389
H -1.89302 0.25978 -2.23231
H -0.40863 -0.70527 -2.80523
H -0.78383 -0.75925 -1.04891
H -0.25168 1.99106 -2.58119
H 0.90943 0.85385 -1.80556
H -0.21121 1.68625 -0.90262
C 0.79176 0.11025 2.06283
C 0.11972 -1.19382 1.78221
H 0.50286 0.84664 1.20953
H 0.65776 0.34840 3.10388
H 1.88691 0.01040 1.93332
H -0.66875 -1.59765 2.53761
H 0.75134 -2.00091 1.60135
H -0.55042 -1.21550 0.90939
```

Mulliken charges, unit e, in atom order: -0.443 -0.909 0.256 0.223 0.024 0.316 0.336 0.210 -0.515 -0.752 0.012 0.295 0.247 0.282 0.310 0.107

***

Most stable pick: arrangement 3. Distance to second place: 0.0138 hartree.